Molecular formula: C2H8N3O
Method: DFT, wB97M-V/def2-TZVPD

```
! RIJCOSX wB97M-V def2-TZVPD def2/J DEFGRID3
* xyz 1 3
C -0.288 0.381 -0.371
C -1.166 1.340 0.491
N 1.153 0.165 -0.188
N -0.860 -0.977 -0.334
N 1.652 -1.117 0.178
O -0.113 -1.874 -0.644
H -0.568 0.894 -1.384
H -1.481 0.805 1.482
H -2.044 1.735 0.061
H -0.600 2.198 0.599
H 1.751 0.354 -0.965
H -1.524 -1.195 0.296
H 2.404 -1.486 -0.389
H 1.684 -1.222 1.169
*
```

Computed properties:
* HOMO-LUMO gap (spin up / spin down): 9.85 / 7.59 eV
* relative energy (zero: lowest compared OMol25 entry of this formula, charge and spin): 65.1 kcal per mole
* lowest unoccupied orbital energy (spin up / spin down): -3.4 / -7.4 eV
* HOMO energy (spin up / spin down): -13.29 / -15.02 eV